P.
Formula: C2H11NO2S
Source: the Open Molecules 2025 dataset
Level of theory: the ωB97M-V functional and the def2-TZVPD basis

CARTESIAN COORDINATES (ANGSTROEM)
N -1.616 1.705 -0.988
C -1.363 1.430 0.529
C -0.169 0.387 0.771
S -0.043 0.047 2.610
H -1.861 0.770 -1.390
H -0.739 1.876 -1.585
H -2.203 0.740 0.768
H -1.067 2.221 1.078
H -0.126 -0.565 0.151
H 0.619 1.090 0.662
H 1.232 -0.195 2.301
O -0.136 -2.265 -2.282
H 0.703 -2.706 -2.500
H -0.495 -2.861 -1.542
O 2.734 -0.606 -2.303
H 1.808 -0.396 -2.536
H 2.530 -0.595 -1.374

For the frontier orbital gap, the calculation gives 9.65 eV. As for the structure (SMILES): NCCS.O.O. Its spin multiplicity is 1.


Q.
Formula: C2H11NO2S
Source: the Open Molecules 2025 dataset
Level of theory: the ωB97M-V functional and the def2-TZVPD basis

CARTESIAN COORDINATES (ANGSTROEM)
N -0.744 -0.431 0.186
C -0.585 -1.641 -0.629
C -0.292 -1.296 -2.061
S 1.454 -1.552 -2.509
H -0.364 0.351 -0.307
H -0.205 -0.439 1.042
H -1.503 -2.214 -0.552
H 0.181 -2.258 -0.177
H -0.825 -1.951 -2.733
H -0.617 -0.282 -2.292
H 1.265 -1.832 -3.802
O 2.326 -1.645 3.025
H 2.574 -0.769 3.344
H 1.365 -1.624 3.123
O -1.575 6.129 1.353
H -1.219 5.993 2.238
H -1.233 5.464 0.751

For the frontier orbital gap, the calculation gives 9.55 eV. As for the structure (SMILES): NCCS.O.O. Its spin multiplicity is 1.


It is P that is the least stable of them.


P.
Formula: C5H8F5N3P
Source: the Open Molecules 2025 dataset
Level of theory: the ωB97M-V functional and the def2-TZVPD basis

CARTESIAN COORDINATES (ANGSTROEM)
C -2.175 0.341 -0.248
C -1.340 1.379 -0.376
C -1.551 -0.998 0.147
C 0.577 2.500 0.760
C 0.459 -2.906 -0.117
N -0.038 1.383 0.068
N -0.263 -1.195 -0.447
N 2.086 0.150 -0.968
F -3.343 0.333 -0.842
F -1.796 2.566 -0.616
F -2.306 -2.052 -0.171
F -1.377 -0.941 1.539
F 1.493 -0.060 1.445
P 0.796 0.021 -0.021
H 0.061 3.503 0.449
H 0.380 2.418 1.872
H 1.636 2.580 0.642
H 0.081 -3.273 0.715
H -0.023 -3.452 -0.958
H 1.505 -2.678 -0.188
H 2.133 0.563 -1.861
H 3.007 -0.181 -0.827

For the frontier orbital gap, the calculation gives 9.54 eV. The total charge is +1. Its spin multiplicity is 1.


Q.
Formula: C5H8F5N3P
Source: the Open Molecules 2025 dataset
Level of theory: the ωB97M-V functional and the def2-TZVPD basis

CARTESIAN COORDINATES (ANGSTROEM)
C -2.082 0.832 0.069
C -1.150 1.402 -0.708
C -1.817 -0.496 0.749
C 0.924 1.464 -2.067
C -0.216 -1.354 2.470
N 0.109 0.917 -0.868
N -0.405 -0.507 1.229
N 2.663 -1.066 -1.344
F -3.276 1.313 0.324
F -1.447 2.462 -1.457
F -1.924 -1.525 -0.236
F -2.596 -0.859 1.768
F 1.802 0.447 0.951
P 0.754 -0.291 0.021
H 1.996 1.151 -2.026
H 0.483 1.217 -3.016
H 0.894 2.641 -1.853
H 0.097 -0.726 3.203
H -1.178 -1.696 2.762
H 0.443 -2.142 2.401
H 2.458 -2.007 -1.753
H 3.467 -1.178 -0.620

For the frontier orbital gap (spin up / spin down), the calculation gives 7.48 / 6.19 eV. The total charge is +1. Its spin multiplicity is 1.


It is Q that is the least stable of them.


P.
Formula: C4H11NO4S
Source: the Open Molecules 2025 dataset
Level of theory: the ωB97M-V functional and the def2-TZVPD basis

CARTESIAN COORDINATES (ANGSTROEM)
C 1.373 0.482 1.613
C 1.728 -0.988 -0.343
C 0.784 1.350 -0.653
C 0.875 0.157 0.164
N -2.744 0.653 -0.453
O -0.587 -1.508 1.537
O -1.011 -1.567 -0.997
O -2.808 0.065 -1.458
O -3.692 0.431 0.431
S -0.812 -0.613 0.396
H 0.717 1.280 1.999
H 1.454 -0.419 2.213
H 2.413 0.829 1.523
H 1.302 -1.251 -1.387
H 1.813 -1.840 0.280
H 2.794 -0.761 -0.452
H 0.234 2.196 -0.336
H 1.801 1.765 -0.904
H 0.332 1.080 -1.620
H -1.555 -1.116 -1.785
H -4.411 -0.226 0.231

For the frontier orbital gap (spin up / spin down), the calculation gives 8.95 / 8.95 eV. Its spin multiplicity is 1.


Q.
Formula: C4H11NO4S
Source: the Open Molecules 2025 dataset
Level of theory: the ωB97M-V functional and the def2-TZVPD basis

CARTESIAN COORDINATES (ANGSTROEM)
C -0.889 1.562 -0.015
N -0.756 0.251 -0.560
C -2.043 -0.427 -0.880
C 0.272 -0.628 0.071
C -0.108 -0.771 1.556
O 0.598 -1.828 -0.588
S 1.922 0.199 0.132
O 2.047 1.437 0.845
O 3.013 -0.729 0.220
O 2.017 0.614 -1.573
H -1.705 1.710 0.769
H -0.004 2.213 0.411
H -1.153 2.208 -0.898
H -2.361 -1.128 -0.136
H -2.609 0.532 -0.937
H -1.919 -0.884 -1.870
H 0.545 -1.357 2.035
H -1.080 -1.228 1.627
H -0.016 0.288 2.066
H 1.437 -2.139 -0.243
H 2.792 0.105 -2.031

For the frontier orbital gap, the calculation gives 9.52 eV. As for the structure (SMILES): CN(C)[C@@](C)(O)S(=O)(=O)O. Its spin multiplicity is 1.


It is P that is the least stable of them.


P.
Formula: C4H10FP
Source: the Open Molecules 2025 dataset
Level of theory: the ωB97M-V functional and the def2-TZVPD basis

CARTESIAN COORDINATES (ANGSTROEM)
C -2.018 -1.523 0.301
C 1.791 0.838 -1.247
C -0.672 -1.359 1.034
C 0.480 0.951 -0.668
F -0.530 0.655 -1.538
P 0.226 1.707 0.957
H -2.806 -0.842 0.571
H -2.487 -2.369 0.618
H -1.973 -1.531 -0.737
H 2.042 1.628 -1.956
H 2.465 0.956 -0.515
H 1.936 -0.097 -1.789
H -0.002 -2.282 0.882
H -0.724 -0.900 1.955
H 0.841 2.846 0.607
H 1.432 1.322 1.524

For the frontier orbital gap (spin up / spin down), the calculation gives 8.95 / 8.19 eV. Its spin multiplicity is 1.


Q.
Formula: C4H10FP
Source: the Open Molecules 2025 dataset
Level of theory: the ωB97M-V functional and the def2-TZVPD basis

CARTESIAN COORDINATES (ANGSTROEM)
C 1.842 -0.580 0.110
P 0.298 -1.451 -0.570
C -1.166 -0.399 0.057
C -1.517 0.576 -1.062
C -1.125 0.051 1.511
F -2.124 -1.513 -0.034
H 2.828 -1.069 -0.041
H 1.763 -0.136 1.061
H 1.796 0.133 -0.653
H 0.173 -2.311 0.534
H -0.973 0.336 -2.039
H -2.581 0.596 -1.365
H -1.359 1.596 -0.766
H -0.216 0.029 1.945
H -1.639 -0.796 1.990
H -1.743 0.988 1.622

For the frontier orbital gap, the calculation gives 10.25 eV. As for the structure (SMILES): CPC(C)(C)F. Its spin multiplicity is 1.


It is P that is the least stable of them.


P.
Formula: C4H5O2S
Source: the Open Molecules 2025 dataset
Level of theory: the ωB97M-V functional and the def2-TZVPD basis

CARTESIAN COORDINATES (ANGSTROEM)
C 0.373 -0.386 -0.007
C -0.781 -0.420 0.991
C -0.466 0.578 -0.807
C -1.501 0.572 0.377
O -2.490 1.255 0.408
O 2.842 0.515 -0.398
S 1.852 0.383 0.624
H 0.780 -1.273 -0.408
H -0.928 -0.862 1.902
H 0.007 1.468 -0.986
H -0.770 0.287 -1.838
H 1.159 1.556 0.517

For the frontier orbital gap, the calculation gives 6.68 eV. The total charge is -1. Its spin multiplicity is 1.


Q.
Formula: C4H5O2S
Source: the Open Molecules 2025 dataset
Level of theory: the ωB97M-V functional and the def2-TZVPD basis

CARTESIAN COORDINATES (ANGSTROEM)
C 1.234 -0.031 -0.356
C 1.741 -0.907 0.443
C 0.141 0.988 -0.082
C -1.076 0.253 -0.569
O -3.751 0.350 -0.328
O -1.409 -1.073 -0.046
S -2.544 0.079 0.429
H 1.376 -0.075 -1.409
H 2.446 -1.684 0.139
H 0.289 1.305 0.975
H 0.275 1.855 -0.731
H 1.277 -1.061 1.535

For the frontier orbital gap, the calculation gives 6.07 eV. The total charge is -1. Its spin multiplicity is 1.


It is Q that is the least stable of them.


P.
Formula: C7H15N
Source: the Open Molecules 2025 dataset
Level of theory: the ωB97M-V functional and the def2-TZVPD basis

CARTESIAN COORDINATES (ANGSTROEM)
C -3.192 0.094 -1.493
C -2.162 0.708 -0.539
C -1.338 -0.290 0.337
C -0.161 -1.022 -0.311
C 1.062 -0.142 -0.326
C 2.075 -0.109 0.559
C 3.001 1.109 0.676
N 2.423 -1.060 1.514
H -3.178 -0.984 -1.367
H -3.009 0.373 -2.538
H -4.209 0.475 -1.365
H -1.420 1.210 -1.153
H -2.681 1.337 0.189
H -0.977 0.295 1.193
H -2.087 -1.043 0.619
H 0.220 -1.882 0.283
H -0.272 -1.535 -1.263
H 1.146 0.629 -1.090
H 3.649 1.167 -0.204
H 2.388 2.013 0.712
H 3.656 1.143 1.529
H 1.758 -1.561 2.082
H 3.309 -0.926 1.955

For the frontier orbital gap, the calculation gives 8.78 eV. As for the structure (SMILES): CCCC/C=C(/C)N. Its spin multiplicity is 1.


Q.
Formula: C7H15N
Source: the Open Molecules 2025 dataset
Level of theory: the ωB97M-V functional and the def2-TZVPD basis

CARTESIAN COORDINATES (ANGSTROEM)
C -1.305 -0.048 -0.456
C -0.740 0.466 0.843
C -1.054 -0.185 2.078
C -0.315 -0.553 3.081
C -0.296 -1.091 -0.858
N 0.987 -0.495 -1.019
C 1.099 0.506 -2.031
C 1.210 1.946 -1.440
H -2.324 -0.431 -0.354
H -1.388 0.722 -1.220
H -0.755 1.543 0.949
H 0.391 0.217 0.745
H 0.162 -3.205 2.429
H 0.728 -0.745 2.826
H -0.657 -0.913 4.039
H -0.199 -1.850 -0.075
H -0.635 -1.703 -1.715
H 0.857 -3.094 2.196
H 0.232 0.519 -2.710
H 1.946 0.269 -2.681
H 2.103 1.987 -0.836
H 0.249 2.076 -0.957
H 1.340 2.675 -2.239

For the frontier orbital gap, the calculation gives 5.15 eV. Its spin multiplicity is 1.


It is Q that is the least stable of them.